{
  "formula": "C22H33CrF12N3O22S6",
  "method": "ωB97M-V/def2-TZVPD",
  "symbols": ["Cr", "C", "F", "F", "F", "S", "O", "O", "N", "S", "O", "O", "C", "F", "F", "F", "C", "F", "F", "F", "S", "O", "O", "N", "S", "O", "O", "C", "F", "F", "F", "C", "O", "C", "O", "O", "C", "H", "H", "H", "H", "H", "H", "C", "O", "C", "O", "O", "C", "H", "H", "H", "H", "H", "H", "C", "C", "C", "C", "C", "C", "N", "O", "O", "H", "H", "H", "H", "H", "O", "S", "O", "O", "C", "C", "C", "H", "H", "H", "H", "H", "H", "H", "H", "O", "S", "O", "O", "C", "C", "C", "H", "H", "H", "H", "H", "H", "H", "H"],
  "coordinates": [[-11.40, 6.59, 19.03], [-11.28, 7.84, 23.07], [-10.69, 7.15, 24.05], [-11.88, 8.86, 23.56], [-10.32, 8.33, 22.24], [-12.54, 6.72, 22.06], [-13.29, 6.01, 23.14], [-13.32, 7.50, 21.13], [-11.41, 5.89, 20.85], [-10.79, 4.68, 21.78], [-9.46, 4.44, 21.23], [-10.90, 4.61, 23.24], [-11.83, 3.12, 21.18], [-11.31, 2.74, 20.04], [-11.58, 2.10, 21.97], [-13.16, 3.41, 21.06], [-11.85, 10.75, 20.05], [-10.99, 11.37, 20.77], [-12.46, 9.87, 20.79], [-12.83, 11.53, 19.64], [-10.91, 9.82, 18.53], [-11.95, 9.76, 17.53], [-9.82, 10.72, 18.13], [-10.41, 8.23, 19.06], [-8.90, 8.60, 19.64], [-8.77, 9.82, 20.44], [-8.47, 7.38, 20.33], [-7.73, 8.74, 18.13], [-8.43, 8.53, 17.03], [-6.97, 9.85, 18.14], [-7.00, 7.66, 18.20], [-11.51, 2.22, 15.84], [-11.38, 3.53, 16.52], [-12.45, 4.05, 17.27], [-12.30, 4.92, 18.15], [-13.66, 3.60, 16.82], [-14.93, 4.11, 17.36], [-11.91, 2.33, 14.83], [-12.14, 1.57, 16.45], [-10.48, 1.85, 15.82], [-15.39, 4.75, 16.61], [-14.89, 4.60, 18.34], [-15.67, 3.31, 17.37], [-15.27, 9.04, 19.75], [-15.32, 8.57, 18.36], [-14.40, 7.72, 17.93], [-13.32, 7.52, 18.44], [-14.62, 7.35, 16.67], [-15.81, 7.72, 16.02], [-16.24, 9.39, 20.09], [-14.51, 9.80, 19.92], [-15.01, 8.34, 20.54], [-15.55, 8.30, 15.14], [-16.57, 8.26, 16.60], [-16.42, 6.90, 15.64], [-18.97, 2.03, 21.38], [-18.82, 2.32, 20.03], [-17.99, 3.42, 19.65], [-17.42, 4.18, 20.68], [-17.54, 3.80, 22.02], [-18.35, 2.72, 22.35], [-16.65, 5.44, 20.40], [-16.98, 5.95, 19.33], [-15.77, 5.84, 21.03], [-19.78, 1.36, 21.63], [-19.36, 1.70, 19.32], [-18.01, 3.63, 18.59], [-17.19, 4.43, 22.82], [-18.55, 2.66, 23.41], [-11.28, 7.01, 16.79], [-11.32, 7.00, 15.31], [-10.14, 6.82, 14.48], [-12.44, 5.91, 14.88], [-12.26, 5.22, 13.68], [-13.54, 4.34, 13.53], [-12.16, 8.56, 14.60], [-11.30, 4.69, 13.71], [-12.29, 5.75, 12.73], [-13.51, 3.83, 12.57], [-14.35, 5.06, 13.50], [-13.78, 3.60, 14.29], [-11.84, 9.45, 15.15], [-13.23, 8.47, 14.79], [-11.98, 8.57, 13.52], [-8.25, 4.87, 16.61], [-8.66, 4.59, 17.95], [-9.80, 5.38, 18.53], [-9.11, 3.04, 18.00], [-8.35, 2.09, 17.26], [-8.79, 0.61, 17.57], [-7.06, 4.49, 18.95], [-7.28, 2.31, 17.31], [-8.49, 2.15, 16.18], [-8.38, 0.32, 18.53], [-8.25, -0.04, 16.89], [-9.86, 0.49, 17.41], [-7.24, 3.89, 19.84], [-6.79, 5.48, 19.32], [-6.25, 4.19, 18.29]],
  "total_charge": 1,
  "homo_lumo_gap_ev": [6.976, 7.953],
  "molar_mass_g_mol": 1163.88,
  "e_tot_ha": -7309.0860,
  "multiplicity": 4
}

=====

{
  "formula": "C22H33KN4O2S",
  "method": "ωB97M-V/def2-TZVPD",
  "symbols": ["K", "C", "C", "N", "C", "C", "C", "S", "N", "C", "O", "C", "C", "C", "C", "C", "C", "H", "H", "H", "H", "H", "H", "H", "H", "H", "H", "H", "H", "H", "H", "H", "N", "C", "N", "C", "C", "O", "C", "C", "H", "H", "H", "H", "H", "H", "H", "H", "C", "C", "C", "C", "C", "H", "H", "H", "H", "H", "H", "H", "H", "H", "H"],
  "coordinates": [[0.72, 0.97, -0.49], [-4.66, -4.00, -0.30], [-3.75, -3.84, -1.51], [-3.43, -2.46, -1.83], [-4.20, -1.81, -2.88], [-5.47, -1.13, -2.38], [-2.46, -1.78, -1.12], [-2.20, -0.15, -1.43], [-1.87, -2.56, -0.19], [-0.74, -2.19, 0.42], [0.04, -1.26, 0.19], [-0.37, -3.13, 1.58], [-1.12, -4.27, 1.88], [-0.76, -5.08, 2.94], [0.36, -4.76, 3.71], [1.11, -3.63, 3.42], [0.75, -2.81, 2.35], [-4.82, -5.06, -0.08], [-5.63, -3.53, -0.46], [-4.20, -3.53, 0.57], [-4.24, -4.27, -2.39], [-2.82, -4.39, -1.34], [-4.45, -2.57, -3.63], [-3.56, -1.07, -3.35], [-6.17, -1.85, -1.94], [-5.97, -0.62, -3.20], [-5.21, -0.39, -1.62], [-1.98, -4.49, 1.27], [-1.34, -5.97, 3.17], [0.64, -5.40, 4.55], [1.97, -3.37, 4.02], [1.32, -1.93, 2.11], [2.58, 1.77, 1.27], [3.79, 1.68, 1.20], [4.67, 2.02, 2.32], [5.98, 1.42, 2.30], [6.88, 2.14, 3.29], [6.33, 2.12, 4.60], [5.02, 2.68, 4.61], [4.09, 1.98, 3.64], [6.37, 1.49, 1.29], [5.95, 0.35, 2.58], [7.01, 3.19, 2.97], [7.86, 1.67, 3.37], [5.09, 3.75, 4.35], [4.67, 2.59, 5.64], [3.12, 2.47, 3.59], [3.93, 0.94, 3.99], [-1.65, 4.32, -2.63], [-0.39, 3.85, -3.37], [0.12, 5.02, -4.23], [-0.79, 2.71, -4.31], [0.65, 3.37, -2.37], [-2.43, 4.68, -3.32], [-1.40, 5.13, -1.94], [-2.07, 3.50, -2.04], [-0.61, 5.34, -4.99], [1.04, 4.73, -4.75], [0.35, 5.88, -3.59], [-1.54, 3.02, -5.05], [-1.20, 1.87, -3.74], [0.09, 2.34, -4.84], [1.02, 4.30, -1.87]],
  "total_charge": -2,
  "homo_lumo_gap_ev": [4.094, 4.169],
  "molar_mass_g_mol": 456.70,
  "e_tot_ha": -2225.6068,
  "multiplicity": 1
}

=====

{
  "formula": "C22H33N11",
  "method": "ωB97M-V/def2-TZVPD",
  "symbols": ["C", "C", "N", "H", "H", "H", "C", "C", "N", "H", "H", "H", "C", "C", "N", "H", "H", "H", "C", "C", "N", "H", "H", "H", "C", "C", "N", "H", "H", "H", "C", "C", "N", "H", "H", "H", "C", "C", "N", "H", "H", "H", "C", "C", "N", "H", "H", "H", "C", "C", "N", "H", "H", "H", "C", "C", "N", "H", "H", "H", "C", "C", "N", "H", "H", "H"],
  "coordinates": [[-0.98, 0.18, -0.06], [0.39, -0.01, -0.51], [1.44, -0.13, -0.76], [-1.46, -0.79, -0.25], [-1.57, 0.91, -0.60], [-0.99, 0.55, 0.96], [3.19, 0.70, 3.10], [1.87, 1.20, 3.02], [0.79, 1.61, 2.99], [3.58, 0.65, 2.09], [3.19, -0.35, 3.38], [3.88, 1.34, 3.66], [4.07, -2.62, -0.98], [4.78, -1.66, -1.84], [5.29, -0.87, -2.50], [4.60, -2.62, -0.02], [3.77, -3.58, -1.39], [3.14, -2.06, -0.86], [-0.88, -3.72, 0.87], [-2.22, -4.14, 1.34], [-3.25, -4.49, 1.75], [-0.23, -4.28, 1.53], [-0.65, -2.66, 1.02], [-0.71, -4.02, -0.17], [3.78, 1.86, -0.93], [3.68, 3.33, -1.01], [3.65, 4.44, -1.22], [3.31, 1.45, -0.04], [4.82, 1.55, -0.94], [3.32, 1.48, -1.85], [0.98, 5.21, 1.29], [0.32, 4.18, 0.44], [-0.18, 3.41, -0.25], [0.99, 4.80, 2.30], [0.22, 5.96, 1.10], [1.99, 5.46, 0.96], [-1.51, 2.38, -3.24], [-2.16, 3.45, -3.99], [-2.75, 4.30, -4.54], [-1.72, 1.55, -3.91], [-1.93, 2.27, -2.24], [-0.43, 2.55, -3.32], [-2.26, -1.11, 4.48], [-2.70, -0.68, 3.13], [-3.10, -0.38, 2.08], [-2.95, -0.62, 5.16], [-1.21, -0.93, 4.71], [-2.47, -2.18, 4.53], [-2.62, 3.31, 2.23], [-3.14, 3.33, 0.83], [-3.63, 3.25, -0.20], [-3.40, 2.87, 2.85], [-2.27, 4.31, 2.46], [-1.72, 2.71, 2.33], [-3.95, -3.67, -2.53], [-2.83, -2.73, -2.55], [-1.96, -2.01, -2.54], [-3.76, -4.18, -1.58], [-3.96, -4.42, -3.32], [-4.92, -3.17, -2.54], [1.12, -3.30, -2.34], [0.44, -4.59, -2.38], [-0.14, -5.53, -2.39], [1.02, -2.83, -1.36], [0.85, -2.54, -3.07], [2.14, -3.70, -2.40]],
  "total_charge": 1,
  "homo_lumo_gap_ev": [9.549, 2.665],
  "molar_mass_g_mol": 451.58,
  "e_tot_ha": -1459.8550,
  "multiplicity": 2
}